{"formula": "C16H33AlBCaF8I2MgN2O19PS2", "method": "wB97M-V/def2-TZVPD", "e_homo_ev": -6.107, "e_tot_ha": -5845.63508, "largest_force_ha_per_bohr": 0.0484, "spin_multiplicity": 1, "mol_weight_da": 1160.51, "species": ["I", "I", "Ca", "S", "S", "P", "Al", "Mg", "F", "F", "F", "F", "F", "F", "F", "F", "O", "O", "O", "O", "O", "O", "O", "O", "O", "O", "O", "O", "O", "O", "O", "O", "O", "O", "O", "N", "N", "C", "C", "C", "C", "C", "C", "C", "C", "C", "C", "C", "C", "C", "C", "C", "C", "B", "H", "H", "H", "H", "H", "H", "H", "H", "H", "H", "H", "H", "H", "H", "H", "H", "H", "H", "H", "H", "H", "H", "H", "H", "H", "H", "H", "H", "H", "H", "H", "H", "H"], "xyz": [[-1.171, -5.144, -0.470], [0.632, -2.168, -1.532], [-3.178, 0.091, -2.359], [-12.389, -0.868, 3.981], [2.102, 0.359, 0.721], [-2.488, -0.519, 0.988], [0.318, -0.499, 6.168], [-3.745, -2.950, -0.593], [-0.905, -1.144, 7.114], [0.362, 5.006, -0.825], [0.955, 3.679, -2.615], [0.051, 1.130, 5.886], [1.825, -0.783, 6.823], [-1.154, 3.564, -1.746], [0.597, 2.731, -0.551], [0.231, -1.276, 4.628], [-7.463, -2.290, 1.055], [6.036, -2.589, -7.727], [-11.162, -0.588, 4.734], [7.386, 3.262, 0.968], [-1.804, -0.470, -0.468], [-3.495, -1.886, 1.002], [7.033, 1.968, -0.857], [-3.399, 0.597, 1.104], [-13.036, -2.094, 4.464], [0.488, 0.376, 0.750], [-12.057, -1.021, 2.560], [2.637, 0.435, -0.562], [2.701, 1.074, 1.759], [-9.179, -3.092, 2.216], [4.353, 4.931, -0.717], [-8.217, -4.360, 0.624], [2.242, -1.222, 1.114], [3.928, -1.105, -4.011], [-13.352, 0.222, 4.182], [5.365, 6.594, -1.876], [3.078, 6.633, -1.489], [0.684, -2.881, 0.515], [4.261, 5.987, -1.319], [6.723, 2.586, 0.182], [3.426, 0.251, -3.942], [0.200, -0.569, 1.793], [5.187, 2.484, 0.572], [1.040, -1.805, 1.586], [-7.979, -1.175, 1.812], [4.644, 1.158, -3.967], [-1.255, -0.691, 2.256], [-0.597, -3.592, 0.944], [-0.381, -4.299, 2.297], [-8.803, -1.869, 2.878], [5.623, 0.342, -4.803], [-8.299, -3.353, 1.253], [5.301, -1.078, -4.343], [0.217, 3.757, -1.429], [6.495, -1.741, -7.909], [-9.677, -1.298, 3.167], [-8.591, -0.560, 1.151], [-4.220, -1.689, 1.624], [6.666, 0.615, -4.645], [-2.298, -1.084, -1.099], [0.642, -4.154, 2.618], [5.326, 7.459, -2.378], [0.681, -0.120, 2.662], [-1.454, 0.119, 2.953], [5.393, 0.459, -5.874], [-1.033, -3.911, 3.072], [4.757, 3.479, 0.585], [2.248, 6.190, -1.116], [-8.222, -2.120, 3.766], [-7.169, -0.572, 2.214], [5.098, 2.036, 1.559], [2.844, 0.367, -3.041], [6.510, -3.095, -7.031], [4.425, 2.142, -4.373], [-0.531, -5.362, 2.215], [5.047, 1.290, -2.964], [6.246, 6.130, -1.760], [5.109, -2.423, -7.445], [5.501, -1.842, -5.130], [2.774, 0.424, -4.808], [-1.435, -2.914, 0.956], [2.991, 7.500, -1.982], [1.489, -3.603, 0.524], [5.880, -1.353, -3.457], [1.124, -2.253, 2.571], [-1.353, -1.602, 2.838], [4.646, 1.883, -0.150]]}


{"formula": "C16H33BrN2O12P", "method": "wB97M-V/def2-TZVPD", "e_homo_ev": -4.954, "e_tot_ha": -4557.19989, "largest_force_ha_per_bohr": 0.1522, "charge": -1, "spin_multiplicity": 1, "mol_weight_da": 556.32, "e_above_lowest_kcal_mol": 92.1, "species": ["Br", "P", "O", "O", "O", "O", "O", "O", "O", "O", "O", "O", "O", "O", "N", "N", "C", "C", "C", "C", "C", "C", "C", "C", "C", "C", "C", "C", "C", "C", "C", "C", "H", "H", "H", "H", "H", "H", "H", "H", "H", "H", "H", "H", "H", "H", "H", "H", "H", "H", "H", "H", "H", "H", "H", "H", "H", "H", "H", "H", "H", "H", "H", "H", "H"], "xyz": [[-3.621, -0.814, -0.052], [-3.849, -2.356, 1.614], [0.867, -5.984, -1.943], [1.457, -8.202, -1.846], [2.383, 4.831, 0.387], [-4.628, -1.496, 2.919], [-2.563, -5.453, 1.669], [-1.717, 7.243, 0.192], [3.529, 3.210, 1.542], [2.274, 2.601, -0.154], [2.630, -6.651, -3.069], [-2.141, -4.784, 4.029], [-2.019, 6.125, -1.792], [-3.584, 7.564, -0.920], [-0.164, -1.828, 1.285], [-1.102, -2.840, 1.150], [2.183, 3.447, -2.431], [0.815, -2.118, 2.435], [-0.228, -6.231, -1.052], [1.628, -7.062, -2.252], [3.562, -7.679, -3.399], [-4.454, 7.297, -2.026], [1.400, 2.903, -1.248], [-0.483, 6.546, 0.348], [-5.160, 5.964, -1.848], [2.690, 3.664, 0.577], [-2.256, -4.457, 2.732], [2.389, -1.909, 1.940], [4.112, 4.245, 2.331], [-2.399, 6.906, -0.932], [-2.099, -2.878, 2.287], [0.257, -6.336, 0.384], [4.151, -7.943, -2.516], [-5.894, 5.805, -2.643], [3.010, -1.768, 2.950], [-1.877, -2.141, 3.169], [0.147, 6.646, -0.542], [0.844, -5.453, 0.657], [-0.910, -5.380, -1.143], [-0.786, -7.124, -1.358], [0.453, -1.930, 0.424], [2.646, 4.408, -2.191], [4.240, -7.289, -4.163], [4.653, 3.776, 3.158], [0.623, -3.147, 2.960], [0.914, 1.965, -1.536], [2.528, -0.942, 1.274], [0.608, 3.594, -0.935], [-5.197, 8.100, -2.047], [-0.663, -3.777, 0.972], [0.049, 6.985, 1.196], [3.056, -8.560, -3.806], [2.776, -2.883, 1.385], [2.993, 2.763, -2.704], [-0.678, 5.492, 0.568], [-5.670, 5.924, -0.879], [3.347, 4.905, 2.751], [-4.449, 5.133, -1.866], [1.529, 3.587, -3.296], [-3.905, 7.340, -2.974], [-0.588, -6.429, 1.072], [0.908, -7.204, 0.520], [-4.006, -1.489, 3.729], [0.613, -1.246, 3.226], [4.826, 4.814, 1.728]]}


{"formula": "C16H33Cl2I2O17P2S4", "method": "wB97M-V/def2-TZVPD", "e_homo_ev": -12.039, "e_tot_ha": -5699.42697, "largest_force_ha_per_bohr": 0.0526, "charge": 1, "spin_multiplicity": 1, "mol_weight_da": 1012.35, "species": ["I", "I", "Cl", "Cl", "S", "S", "S", "S", "P", "P", "O", "O", "O", "O", "O", "O", "O", "O", "O", "O", "O", "O", "O", "O", "O", "O", "O", "C", "C", "C", "C", "C", "C", "C", "C", "C", "C", "C", "C", "C", "C", "C", "C", "H", "H", "H", "H", "H", "H", "H", "H", "H", "H", "H", "H", "H", "H", "H", "H", "H", "H", "H", "H", "H", "H", "H", "H", "H", "H", "H", "H", "H", "H", "H", "H", "H"], "xyz": [[3.280, 1.356, -1.845], [1.543, -1.359, 2.148], [-0.432, -2.417, -0.816], [3.943, -4.185, 1.697], [-1.082, 3.691, 2.461], [-3.458, 6.461, 1.249], [-1.847, -2.246, -7.197], [-1.309, -3.756, 6.057], [2.997, -2.002, -0.786], [2.522, -3.944, 0.174], [-1.557, -3.690, 4.464], [-2.404, -3.516, -8.006], [-4.499, 7.684, 1.403], [-3.553, 5.966, -0.074], [-0.995, -2.458, 6.523], [-0.510, 5.084, 3.019], [-0.871, -2.687, -6.262], [-3.558, 5.618, 2.380], [0.049, -4.623, 6.017], [-2.376, 3.902, 1.941], [-1.217, 2.936, 3.874], [-1.589, -1.207, -8.120], [-2.333, -4.544, 6.630], [-0.046, 3.060, 1.708], [-3.193, -1.900, -6.391], [-2.104, 7.326, 1.379], [2.899, -5.127, -0.939], [-2.411, 8.714, 1.217], [0.204, -5.204, 4.721], [-0.415, -4.197, 3.774], [2.663, 1.771, 1.081], [-3.804, 8.871, 1.792], [-3.695, -3.885, -7.508], [1.822, -1.838, -2.230], [2.306, 0.707, -0.033], [-0.175, -2.570, -3.509], [2.786, -0.669, 0.501], [4.719, -1.859, -1.461], [0.632, -2.844, -2.207], [-4.295, -2.595, -6.990], [-0.485, 3.658, 4.869], [5.667, -3.067, -1.170], [-0.596, 5.109, 4.448], [4.697, -1.603, -2.530], [3.505, 2.369, 0.708], [0.962, -3.890, -2.205], [-1.565, 5.531, 4.724], [3.030, 1.271, 1.991], [1.378, -0.837, -2.297], [1.209, 0.688, -0.110], [1.254, -5.388, 4.507], [0.553, 3.316, 4.843], [-0.647, -1.581, -3.398], [6.184, -3.298, -2.116], [2.392, -2.005, -3.159], [-0.341, -6.151, 4.704], [0.266, -3.361, 3.584], [-4.293, -4.332, -8.299], [-5.083, -2.765, -6.261], [5.166, -3.994, -0.870], [5.172, -0.978, -0.978], [0.198, 5.723, 4.866], [1.812, 2.426, 1.300], [0.508, -2.479, -4.364], [-0.901, 3.477, 5.857], [-0.712, -4.645, 2.828], [3.138, -4.697, -1.778], [-3.557, -4.611, -6.704], [-2.395, 8.943, 0.148], [3.782, -0.517, 0.946], [-4.313, 9.752, 1.408], [-3.780, 8.911, 2.883], [-0.950, -3.324, -3.672], [6.469, -2.824, -0.462], [-1.676, 9.331, 1.729], [-4.682, -1.979, -7.805]]}


{"formula": "C16H33F7INO5P2S", "method": "wB97M-V/def2-TZVPD", "e_homo_ev": -9.596, "e_tot_ha": -3137.86431, "largest_force_ha_per_bohr": 0.0473, "spin_multiplicity": 1, "mol_weight_da": 673.35, "species": ["I", "S", "P", "P", "F", "F", "F", "F", "F", "F", "F", "O", "O", "O", "O", "O", "N", "C", "C", "C", "C", "C", "C", "C", "C", "C", "C", "C", "C", "C", "C", "C", "C", "H", "H", "H", "H", "H", "H", "H", "H", "H", "H", "H", "H", "H", "H", "H", "H", "H", "H", "H", "H", "H", "H", "H", "H", "H", "H", "H", "H", "H", "H", "H", "H", "H"], "xyz": [[1.848, 4.252, 4.000], [-0.995, 1.011, 1.989], [0.313, 2.577, 2.858], [0.125, 1.625, 4.884], [-0.258, -1.962, 0.264], [-1.264, 2.103, -0.436], [-2.102, 0.166, -0.175], [0.288, 0.828, -1.773], [1.299, -1.735, -1.146], [-0.691, -1.571, -1.797], [1.339, 0.502, 0.114], [-0.641, -0.254, 2.579], [-2.339, 1.355, 2.399], [-0.231, 5.213, 2.341], [0.882, 6.246, 0.867], [1.320, 0.820, 5.154], [-0.022, 5.530, 0.970], [6.059, 3.649, -4.770], [3.262, 1.616, -3.287], [0.187, 0.259, -0.541], [-2.902, -2.302, 2.602], [-0.919, 3.972, 2.441], [-5.369, -4.236, 2.497], [5.455, 1.176, -4.573], [-4.722, -5.555, 2.079], [6.219, 2.357, -3.975], [-3.634, -2.723, 1.331], [3.937, 1.346, -4.631], [-5.107, -3.058, 1.558], [3.430, 0.478, -2.283], [-1.051, 0.926, 0.129], [0.079, -1.292, -0.793], [-5.226, -6.081, 0.739], [-5.029, -3.981, 3.505], [7.281, 2.099, -3.941], [-5.577, -3.253, 0.589], [4.481, 0.334, -2.028], [-5.613, -2.175, 1.963], [-3.575, -1.904, 0.609], [-2.876, -3.109, 3.338], [1.444, 2.205, 2.104], [-1.683, 4.090, 3.211], [-4.937, -6.302, 2.848], [5.821, 0.996, -5.589], [2.888, 0.701, -1.374], [-6.452, -4.381, 2.575], [5.700, 0.275, -4.004], [-3.382, -1.433, 3.059], [2.193, 1.768, -3.464], [-4.980, -5.401, -0.079], [5.022, 3.990, -4.783], [-1.877, -2.035, 2.374], [-3.634, -5.453, 2.048], [6.388, 3.514, -5.803], [3.504, 0.441, -5.069], [0.065, 2.681, 5.816], [-1.417, 3.846, 1.474], [6.660, 4.445, -4.328], [-4.768, -7.045, 0.512], [3.034, -0.456, -2.687], [-1.063, 0.865, 4.984], [3.635, 2.548, -2.852], [-6.309, -6.220, 0.756], [-3.116, -3.572, 0.874], [3.687, 2.159, -5.319], [5.912, 2.524, -2.938]]}


{"formula": "C16H33N3O5", "method": "wB97M-V/def2-TZVPD", "e_homo_ev": -9.118, "e_tot_ha": -1169.87554, "smiles": "CCCNC1=C(C)C(=O)OC1=O.COC[C@@H](C)N.COC[C@@H](C)N", "largest_force_ha_per_bohr": 0.0315, "spin_multiplicity": 1, "mol_weight_da": 347.46, "e_above_lowest_kcal_mol": 0.0, "species": ["O", "O", "O", "O", "O", "N", "N", "N", "C", "C", "C", "C", "C", "C", "C", "C", "C", "C", "C", "C", "C", "C", "C", "C", "H", "H", "H", "H", "H", "H", "H", "H", "H", "H", "H", "H", "H", "H", "H", "H", "H", "H", "H", "H", "H", "H", "H", "H", "H", "H", "H", "H", "H", "H", "H", "H", "H"], "xyz": [[-5.121, -1.246, -1.121], [-3.568, 0.382, -0.732], [-6.154, -3.047, -2.027], [2.733, 2.801, 3.241], [0.818, -1.671, 0.167], [0.475, 3.774, 1.723], [-1.075, -0.120, 1.724], [-1.805, -1.053, -2.533], [-1.313, -1.212, -3.903], [0.058, -1.873, -3.933], [0.132, -3.229, -3.228], [-3.904, -0.640, -1.277], [-5.164, -2.362, -1.944], [1.375, 4.704, 2.411], [2.137, 4.041, 3.567], [-3.559, -3.659, -3.514], [2.166, -1.241, 0.223], [-0.211, -1.119, 2.360], [-3.851, -2.513, -2.616], [0.909, -0.396, 3.099], [-3.095, -1.477, -2.239], [3.997, 2.878, 2.612], [2.282, 5.368, 1.380], [0.293, -2.186, 1.377], [0.019, -4.053, -3.920], [3.903, 2.961, 1.526], [-0.557, -2.808, 1.083], [2.242, -0.197, 0.538], [1.026, -2.848, 1.855], [1.019, 2.960, 1.451], [1.418, 0.330, 2.466], [-0.635, -3.288, -2.464], [0.503, 0.155, 3.946], [-0.812, -1.645, 3.107], [3.058, 5.967, 1.862], [1.698, 6.027, 0.738], [-1.895, -0.569, 1.325], [2.766, 4.637, 0.733], [2.578, -1.320, -0.783], [0.758, 5.490, 2.856], [0.718, -1.187, -3.405], [4.584, 3.720, 2.993], [4.530, 1.954, 2.834], [-1.178, -0.216, -4.318], [-2.732, -4.258, -3.159], [-3.392, -3.338, -4.535], [2.885, 4.722, 3.993], [-1.130, -1.359, -1.846], [-0.582, 0.265, 0.923], [2.758, -1.869, 0.894], [1.654, -1.098, 3.481], [-4.432, -4.305, -3.535], [1.072, -3.322, -2.699], [-2.031, -1.710, -4.546], [0.424, -1.929, -4.950], [-0.211, 3.410, 2.378], [1.419, 3.815, 4.360]]}


{"formula": "C16H33O29S7", "method": "wB97M-V/def2-TZVPD", "e_homo_ev": -5.901, "e_tot_ha": -5598.58551, "largest_force_ha_per_bohr": 0.0702, "charge": -1, "spin_multiplicity": 1, "mol_weight_da": 913.88, "species": ["S", "S", "S", "S", "S", "S", "S", "O", "O", "O", "O", "O", "O", "O", "O", "O", "O", "O", "O", "O", "O", "O", "O", "O", "O", "O", "O", "O", "O", "O", "O", "O", "O", "O", "O", "O", "C", "C", "C", "C", "C", "C", "C", "C", "C", "C", "C", "C", "C", "C", "C", "C", "H", "H", "H", "H", "H", "H", "H", "H", "H", "H", "H", "H", "H", "H", "H", "H", "H", "H", "H", "H", "H", "H", "H", "H", "H", "H", "H", "H", "H", "H", "H", "H", "H"], "xyz": [[9.720, 13.620, 13.973], [22.062, 8.936, 15.028], [10.831, 8.281, 10.888], [16.849, 7.029, 11.739], [17.904, 10.400, 18.052], [14.327, 15.328, 17.632], [15.425, 12.434, 8.631], [16.170, 7.382, 13.146], [15.726, 11.225, 9.609], [22.470, 9.263, 16.584], [10.054, 7.119, 10.781], [17.608, 11.295, 16.788], [14.879, 11.924, 7.402], [10.139, 9.533, 10.993], [21.079, 7.902, 14.882], [12.010, 8.190, 11.989], [17.360, 5.678, 11.696], [14.136, 16.026, 16.220], [23.182, 9.029, 14.153], [11.844, 8.332, 9.671], [14.192, 12.968, 9.439], [19.147, 10.716, 18.701], [13.342, 11.956, 13.640], [16.768, 11.091, 18.888], [10.365, 12.193, 14.263], [8.290, 13.597, 14.038], [16.031, 7.468, 10.658], [10.512, 14.654, 14.569], [21.364, 10.389, 14.955], [13.991, 13.853, 17.080], [10.042, 13.575, 12.376], [16.567, 13.274, 8.686], [17.676, 9.033, 17.814], [13.377, 15.836, 18.552], [15.681, 15.372, 18.061], [18.129, 8.008, 11.920], [13.098, 9.056, 11.580], [13.045, 8.993, 10.024], [16.072, 12.219, 18.258], [10.688, 12.381, 11.853], [15.173, 10.447, 14.268], [17.124, 12.595, 17.194], [15.749, 11.785, 10.923], [14.541, 12.892, 10.896], [17.208, 7.632, 14.114], [21.292, 9.790, 17.208], [13.740, 10.876, 14.381], [13.247, 15.288, 15.322], [12.946, 13.867, 15.965], [10.610, 11.375, 13.092], [18.287, 8.446, 13.352], [20.929, 10.883, 16.237], [15.529, 9.932, 15.180], [12.041, 13.908, 16.571], [9.681, 10.808, 13.031], [15.318, 9.898, 13.340], [19.868, 11.183, 16.221], [15.817, 13.001, 18.969], [15.782, 11.352, 14.194], [17.557, 6.750, 14.665], [13.645, 12.546, 11.454], [12.275, 15.827, 15.296], [13.197, 9.939, 14.228], [16.737, 8.413, 14.740], [16.813, 12.123, 11.038], [14.774, 13.890, 11.238], [10.143, 11.980, 11.006], [11.596, 10.991, 13.254], [15.524, 10.977, 11.625], [11.732, 12.607, 11.742], [13.835, 8.392, 9.531], [12.974, 10.076, 11.880], [13.673, 11.075, 15.477], [13.952, 8.537, 12.042], [15.146, 11.813, 17.821], [20.612, 8.918, 17.307], [13.812, 15.214, 14.408], [21.641, 10.142, 18.180], [13.127, 12.953, 15.336], [21.590, 11.672, 16.538], [18.068, 9.488, 13.425], [13.036, 9.994, 9.578], [19.306, 8.300, 13.668], [17.915, 13.180, 17.707], [16.874, 13.025, 16.203]]}